Below is a molecular structure, C40H41BrGe2NZr, with properties calculated with ωB97M-V with the def2-TZVPD basis set.

The value obtained for the energy above the lowest of the compared OMol25 structures with the same formula, charge and spin is 231.0 kJ/mol. Its molecular weight is 852.123 g mol⁻¹. The charge is +2. The strongest force on any atom comes out at 2.20 eV/Å. For the orbital gap (alpha / beta), the calculation gives 6.72 / 4.50 eV. Its expectation value of S² is 0.761. The spin multiplicity is 2.

Geometry as XYZ:
```
86
C40H41BrGe2NZr ωB97M-V with the def2-TZVPD basis set
C -4.409 -2.618 -1.080
H 3.378 1.112 3.745
H -2.466 -0.353 3.498
N 1.563 -2.406 0.506
C 2.872 -2.521 0.754
C -1.388 2.260 -1.528
C -1.915 0.957 -1.475
H -2.140 0.357 -4.825
C 1.079 -3.074 -0.523
H 5.373 -4.129 1.076
H 2.126 -0.331 2.215
H -2.610 -2.652 2.146
H 3.935 0.549 -0.792
C 0.410 -2.011 3.377
C 1.972 1.124 0.616
H 5.576 -2.421 0.688
C -5.482 0.442 -1.242
C -1.094 1.904 2.105
H 1.304 0.289 -4.169
C -0.996 2.953 3.002
C 3.728 -3.284 -0.024
C 4.607 1.038 -4.077
H -4.271 3.829 3.008
C -1.151 2.867 -2.748
C -1.717 -2.227 2.569
C -1.417 2.180 -3.934
H -1.172 2.802 -0.615
H 5.430 1.293 -4.733
H -0.164 1.390 1.871
H -0.205 -3.825 2.257
H -0.763 3.877 -2.786
H 1.990 2.810 -0.716
C 2.481 0.402 -2.377
H 3.255 -1.964 1.600
H 4.027 3.383 3.025
C -1.929 0.883 -3.901
C -2.291 1.523 1.508
C 1.329 0.044 -1.529
H -4.993 0.540 -2.210
H -3.822 -3.296 -0.457
H -4.407 1.954 1.431
H 5.801 1.112 -2.293
H 0.554 -0.495 -2.072
H 1.413 -2.254 3.686
C 3.082 1.485 2.771
H -5.396 -3.065 -1.223
C 3.759 0.627 -1.861
H 1.346 -4.372 -2.203
C 1.124 0.276 -0.227
H -5.009 -2.112 2.002
Ge -2.343 0.075 0.167
C 3.037 3.226 1.110
H 5.782 -3.646 -0.567
H -6.451 -1.212 1.506
H -2.109 4.486 4.009
H -1.226 2.659 -4.887
C -5.362 -1.167 1.587
H -0.043 3.225 3.438
H 3.800 -4.553 -1.753
C -2.155 3.653 3.317
C 4.814 0.940 -2.705
C 2.349 0.681 1.888
H 0.021 -0.083 4.424
C -3.371 3.282 2.754
C -2.170 0.277 -2.680
Zr -0.059 -0.780 1.306
H -2.569 -0.734 -2.663
C -1.642 -1.012 3.284
C 3.170 -3.953 -1.106
Ge -4.617 -0.915 -0.184
C -0.327 -0.871 3.778
H -6.521 0.131 -1.386
H 3.180 0.867 -5.673
H 3.312 4.230 0.805
C 3.343 0.804 -4.605
C 5.197 -3.371 0.310
Br -0.786 -2.804 -0.765
H -5.468 1.407 -0.736
H -3.938 -2.517 -2.059
C -3.447 2.216 1.861
C 3.437 2.753 2.369
C 2.293 0.478 -3.759
C -0.450 -2.848 2.632
C 2.304 2.436 0.253
C 1.810 -3.861 -1.371
H -5.102 -0.355 2.267
```

Atom charges from the Löwdin analysis, given in e for atoms 1 to 5: atom 1 (C): -0.252, atom 2 (H): 0.117, atom 3 (H): 0.123, atom 4 (N): -0.073, atom 5 (C): -0.048

Below is a molecular structure, C27H22BrCl44N3OS, with properties calculated with ωB97M-V with the def2-TZVPD basis set.

Its molecular weight is 2076.396 g mol⁻¹. The charge is 0. The strongest force on any atom comes out at 1.13 eV/Å. For the orbital gap, the calculation gives 7.88 eV.

Geometry as XYZ:
```
99
C27H22BrCl44N3OS ωB97M-V with the def2-TZVPD basis set
H 0.670 0.416 -5.293
C -2.834 3.091 -0.632
Cl -5.148 -0.076 2.397
H 1.166 1.421 -3.424
Cl 0.316 -2.013 -1.132
C 0.978 1.008 -1.368
Cl -1.276 -3.560 4.608
Cl 4.385 -2.639 3.222
Cl -5.643 1.377 -3.469
C 3.539 0.464 -4.128
C 2.665 -0.358 -5.133
H -2.833 1.989 1.310
Cl -1.637 3.531 3.085
H 2.723 -2.198 -3.965
H 4.523 0.011 -4.153
Cl -3.669 -3.224 6.991
Cl -6.988 1.417 0.747
C -3.439 -4.813 7.737
C -1.206 4.465 -1.674
H 3.637 1.488 -4.492
N 1.160 0.344 0.985
C 2.009 -1.589 -4.516
Cl 1.616 -8.619 1.232
Cl -2.239 0.997 7.827
C 2.965 -0.075 -0.400
C -0.069 4.282 3.393
H -2.502 6.141 -2.136
H -0.118 4.446 -1.757
Cl 5.535 4.112 -2.569
Cl -6.971 3.216 -1.692
C 1.651 0.996 -2.557
H -0.788 2.198 0.762
Cl -1.906 -3.805 -0.714
Cl 4.030 -4.735 -4.621
H -1.815 6.161 -0.482
Cl 3.949 -6.967 0.852
Cl 5.340 -6.174 -2.498
Cl 2.494 -6.505 -2.932
Cl -6.711 3.855 -4.490
Cl 1.897 -6.148 2.704
H -4.367 2.499 0.661
N 3.460 -0.548 0.752
H 1.378 0.098 -6.857
H 1.855 1.538 -5.920
C 5.677 -2.842 2.025
C 2.212 -6.955 1.162
C -0.718 -3.234 -1.888
Cl 0.282 -4.593 -2.425
H 1.560 -2.169 -5.325
Cl -3.958 -4.744 9.425
H -3.605 1.138 -0.099
Cl -4.427 -0.182 6.364
Br 5.371 -0.817 -1.737
C 3.851 -5.358 -2.977
H 3.366 -0.725 -5.887
H -0.747 1.882 -2.238
N -1.562 3.644 -0.515
C -6.955 2.550 -3.326
S 2.319 -0.358 1.855
C 1.601 0.480 -5.863
Cl 3.158 3.224 -1.209
Cl 0.804 -1.720 3.832
H -1.079 0.741 -0.959
Cl 0.107 -2.002 6.607
Cl 3.660 6.047 -1.529
C -6.812 0.511 2.252
H -1.588 4.081 -2.621
C 3.632 -0.084 -1.658
H 0.410 3.175 0.000
C -3.399 2.089 0.384
Cl -1.549 -2.523 -3.277
C -3.043 0.914 6.256
Cl -3.604 2.524 5.793
Cl 5.282 4.488 0.282
C 2.963 0.437 -2.738
Cl -0.047 4.950 5.028
H -0.811 6.558 -1.912
Cl -1.735 -5.273 7.673
H 1.198 -1.344 -3.829
C 1.655 0.445 -0.249
O -3.574 3.414 -1.535
Cl 3.526 -4.027 -1.867
Cl -7.185 1.562 3.623
C -1.623 5.943 -1.529
C -0.530 2.658 -0.188
Cl 0.205 5.574 2.220
Cl 4.978 -3.401 0.498
Cl -1.904 0.319 5.046
C -0.410 1.555 -1.255
Cl 1.201 3.063 3.233
Cl 1.473 -4.154 5.247
Cl -4.406 -6.013 6.872
Cl -8.498 1.750 -3.651
C 0.276 -2.865 5.077
Cl 6.824 -4.054 2.613
Cl 1.382 -6.087 -0.134
Cl 6.519 -1.309 1.797
C 4.409 4.469 -1.254
Cl -7.919 -0.866 2.245
```

Atom charges from the Löwdin analysis, given in e for atoms 1 to 5: atom 1 (H): 0.067, atom 2 (C): -0.482, atom 3 (Cl): 0.532, atom 4 (H): 0.120, atom 5 (Cl): 0.657

Below is a molecular structure, C14H25ClIN2OP2Zr, with properties calculated with ωB97M-V with the def2-TZVPD basis set.

The value obtained for the energy above the lowest of the compared OMol25 structures with the same formula, charge and spin is 372.1 kJ/mol. Its molecular weight is 552.896 g mol⁻¹. The charge is +3. The strongest force on any atom comes out at 7.31 eV/Å. For the orbital gap, the calculation gives 5.13 eV.

Geometry as XYZ:
```
47
C14H25ClIN2OP2Zr ωB97M-V with the def2-TZVPD basis set
P 0.913 0.505 -2.335
H 1.260 -1.655 -3.436
N 1.285 -2.443 0.080
C 2.894 -3.990 0.855
C 3.934 -4.348 1.792
C 2.277 -2.750 0.962
I 2.250 1.718 0.644
H 3.007 -5.850 -0.218
H -2.977 -0.160 3.668
N 4.788 -4.637 2.540
H 2.210 2.093 -3.701
C 1.534 -4.515 -1.072
C 0.901 -3.285 -0.921
H 0.060 -2.924 -1.540
H -3.404 1.413 -0.588
H 2.727 -1.107 -2.583
H 0.443 -2.272 3.589
H -3.075 -0.872 2.015
C -1.606 0.525 -1.153
H -0.265 1.823 3.467
C -2.583 -0.113 2.641
C 1.888 -0.779 -3.216
Zr 0.411 -0.458 0.348
P -0.787 -0.411 2.672
C -0.326 0.904 -3.606
H 2.981 1.767 -2.104
Cl -1.041 1.862 0.570
O -1.405 -0.677 -0.716
H -1.070 -2.792 2.812
C -0.194 0.813 3.892
C -0.622 -2.032 3.468
H 0.857 0.607 4.134
C 2.033 1.951 -2.626
H 1.266 -5.176 -1.900
H -2.977 1.684 -2.290
H -0.973 0.031 -3.787
C -2.979 0.938 -1.487
H 2.532 -1.988 1.712
H -0.935 1.755 -3.256
H -3.605 0.077 -1.760
H 1.556 2.838 -2.197
C 2.525 -4.876 -0.164
H -0.811 0.741 4.799
H 0.192 1.182 -4.540
H -1.132 -2.023 4.440
H 2.278 -0.351 -4.155
H -2.800 0.876 2.212
```

Atom charges from the Löwdin analysis, given in e for atoms 1 to 5: atom 1 (P): 0.733, atom 2 (H): 0.052, atom 3 (N): -0.159, atom 4 (C): -0.156, atom 5 (C): -0.125

Below is C12H18O2S in the gas phase, with properties calculated with ωB97M-V with the def2-TZVPD basis set.

The value obtained for the energy above the lowest of the compared OMol25 structures with the same formula, charge and spin is 402.0 kJ/mol. Its molecular weight is 226.341 g mol⁻¹. The charge is 0. The strongest force on any atom comes out at 1.36 eV/Å. For the orbital gap (alpha / beta), the calculation gives 7.00 / 6.43 eV.

Geometry as XYZ:
```
33
C12H18O2S ωB97M-V with the def2-TZVPD basis set
C 3.132 0.235 -0.026
H -4.623 0.168 1.505
C 0.864 0.259 -1.185
C 0.887 3.373 0.753
O 0.744 2.283 0.024
H 4.203 0.347 -0.214
H -4.760 -0.096 -1.258
H -3.023 0.340 2.276
C -0.925 -0.894 -0.151
C 2.364 0.513 -1.315
H 2.535 1.541 -1.639
H -3.387 -1.251 -1.192
C 2.838 -1.173 0.482
C -3.562 -0.048 1.417
H 1.056 -0.561 1.504
H -3.338 0.149 -2.304
O -1.723 -1.825 -0.001
H 0.079 3.788 1.333
C -3.686 -0.219 -1.344
H 1.765 3.938 0.518
H 2.747 -0.150 -2.096
H 0.663 -1.930 -1.190
H 1.108 -2.294 1.160
H 3.403 -1.367 1.396
S -2.932 0.829 -0.054
H 0.439 0.240 -2.202
C -1.186 0.495 0.000
H -3.371 -1.110 1.299
H 2.847 0.960 0.736
C 0.038 1.265 -0.360
C 1.347 -1.306 0.760
H 3.141 -1.909 -0.267
C 0.536 -1.079 -0.517
```

Atom charges from the Löwdin analysis, given in e for atoms 1 to 5: atom 1 (C): -0.193, atom 2 (H): 0.050, atom 3 (C): -0.209, atom 4 (C): -0.037, atom 5 (O): -0.083

Below is 2 unconnected molecules or ions with the total composition CH8N6, with properties calculated with ωB97M-V with the def2-TZVPD basis set.

The value obtained for the energy above the lowest of the compared OMol25 structures with the same formula, charge and spin is 390.8 kJ/mol. Its molecular weight is 104.117 g mol⁻¹. The charge is 0. The strongest force on any atom comes out at 3.12 eV/Å. For the orbital gap (alpha / beta), the calculation gives 7.33 / 7.32 eV.

Geometry as XYZ:
```
15
CH8N6 ωB97M-V with the def2-TZVPD basis set
N -0.858 -0.677 -0.119
N 0.435 -2.177 -0.035
N 1.270 0.070 0.145
H -0.404 -2.734 -0.192
C -0.014 0.364 -0.012
N 2.134 1.107 -0.174
N -2.207 -0.414 0.032
H 0.216 2.354 -0.017
H 2.940 1.048 0.438
H 2.448 1.058 -1.144
H -2.454 -0.119 0.977
H -1.344 1.801 -0.484
H -2.731 -1.240 -0.228
H 1.071 -2.087 0.759
N -0.503 1.648 0.055
```

Atom charges from the Löwdin analysis, given in e for atoms 1 to 5: atom 1 (N): -0.093, atom 2 (N): 0.104, atom 3 (N): -0.085, atom 4 (H): 0.002, atom 5 (C): -0.520

Below is C4H6N2OS in the gas phase, with properties calculated with ωB97M-V with the def2-TZVPD basis set.

The value obtained for the energy above the lowest of the compared OMol25 structures with the same formula, charge and spin is 260.5 kJ/mol. Its molecular weight is 130.172 g mol⁻¹. The charge is 0. The strongest force on any atom comes out at 5.72 eV/Å. For the orbital gap, the calculation gives 9.24 eV.

Geometry as XYZ:
```
14
C4H6N2OS ωB97M-V with the def2-TZVPD basis set
C -1.749 -0.844 0.521
N -0.839 0.102 0.762
C 1.507 -1.289 0.088
C -0.132 1.876 -0.721
N 1.154 -0.107 -0.464
H 0.748 -1.677 0.862
H 0.615 2.142 -1.442
H -1.037 0.709 1.483
H -0.982 2.460 -0.449
O 2.595 -1.818 -0.130
H 2.082 0.441 -0.941
C 0.079 0.646 -0.173
S -1.737 -1.698 -0.833
H -2.304 -0.943 1.438
```

Atom charges from the Löwdin analysis, given in e for atoms 1 to 5: atom 1 (C): -0.733, atom 2 (N): -0.032, atom 3 (C): -0.357, atom 4 (C): 0.090, atom 5 (N): 0.063